1.
The following is a quantum chemistry calculation of a molecular structure, C39H54B2BrCrIN12, from the Open Molecules 2025 dataset.

```
110
Properties=species:S:1:pos:R:3:mulliken_charge:R:1
Cr 0.0200 -0.9785 -0.1439 -0.543
C -3.5652 2.7453 0.9730 -1.337
C -3.1601 1.5056 0.2679 -0.441
C -3.7701 0.9243 -0.8271 -0.773
C -3.0412 -0.2306 -1.1288 -0.151
N -2.0129 -0.3222 -0.2661 0.587
N -2.1073 0.7325 0.5847 0.210
B -1.2829 0.7645 1.8719 -1.115
N 0.1391 1.2365 1.5795 0.377
N 0.7385 1.0242 0.3865 1.223
C 1.8992 1.7070 0.4087 -0.849
C 2.0501 2.2990 1.6684 -1.115
C 0.9121 1.9817 2.3839 0.194
C 0.5674 2.3543 3.7802 -1.485
C 2.8642 2.0204 -0.7165 3.077
C 2.8328 3.5509 -0.8919 -2.102
C 2.4810 1.3850 -2.0474 -1.235
C 4.2966 1.6145 -0.3353 -1.764
N -1.1699 -0.6618 2.4288 0.342
N -0.2234 -1.5211 1.9750 0.634
C -0.1740 -2.5474 2.8450 -0.329
C -1.1340 -2.3322 3.8422 -0.802
C -1.7456 -1.1328 3.5452 0.036
C -2.8371 -0.4478 4.2787 -1.562
C 0.7725 -3.7243 2.9777 2.498
C 1.6048 -3.4632 4.2465 -1.971
C -0.0527 -5.0069 3.1593 -1.734
C 1.7604 -3.9550 1.8398 -1.546
C -3.5884 -1.2058 -2.1510 2.588
C -2.7609 -2.4591 -2.4131 -1.592
C -4.9527 -1.6588 -1.5928 -2.025
C -3.7850 -0.4874 -3.4927 -1.747
H -2.9995 3.5920 0.5867 0.022
H -3.3740 2.6834 2.0396 0.224
H -4.6240 2.9290 0.8058 0.494
H -4.6510 1.2797 -1.3157 0.738
H -1.7741 1.4743 2.6701 -0.211
H 2.8724 2.8934 2.0146 0.666
H 1.4507 2.7483 4.2805 0.531
H 0.1946 1.4933 4.3333 0.229
H -0.2040 3.1245 3.7781 0.187
H 1.8103 3.8833 -1.0361 0.200
H 3.4107 3.8571 -1.7614 0.553
H 3.2485 4.0498 -0.0212 0.382
H 1.4881 1.7119 -2.3433 0.079
H 2.5053 0.3011 -1.9882 -0.019
H 3.1899 1.6933 -2.8125 0.641
H 4.4936 1.8230 0.7127 0.259
H 5.0119 2.1747 -0.9332 0.505
H 4.4654 0.5575 -0.5175 0.363
H -1.3486 -2.9557 4.6843 0.683
H -3.2409 -1.1202 5.0290 0.494
H -3.6402 -0.1546 3.6061 0.215
H -2.4608 0.4463 4.7738 0.228
H 0.9795 -3.4491 5.1329 0.414
H 2.1179 -2.5067 4.1732 0.362
H 2.3545 -4.2408 4.3662 0.463
H -0.7519 -4.9258 3.9848 0.352
H 0.6121 -5.8419 3.3625 0.493
H -0.6137 -5.2289 2.2556 0.289
H 2.4906 -3.1554 1.8027 0.274
H 1.2656 -4.0487 0.8816 0.378
H 2.2961 -4.8831 2.0267 0.580
H -2.7414 -3.0931 -1.5335 0.268
H -1.7474 -2.2165 -2.7145 0.231
H -3.2221 -3.0238 -3.2218 0.606
H -4.8434 -1.9787 -0.5586 0.390
H -5.3485 -2.4907 -2.1701 0.455
H -5.6745 -0.8494 -1.6257 0.425
H -2.8262 -0.3097 -3.9692 0.295
H -4.2869 0.4666 -3.3813 0.332
H -4.3821 -1.1108 -4.1510 0.504
C -0.0843 -0.0995 -4.2706 -1.287
C -0.4336 0.1900 -2.9542 -1.336
N 0.1135 -0.7040 -2.1376 1.904
N 0.8042 -1.5703 -2.8909 0.013
C 0.6999 -1.2324 -4.1821 -0.448
B 1.4636 -2.7949 -2.2483 -0.763
N 2.4176 -2.2871 -1.1603 0.288
C 3.7242 -2.5203 -0.9798 -0.343
C 4.1264 -1.8657 0.1690 -1.425
C 2.9688 -1.2435 0.6376 -1.054
N 1.9545 -1.5056 -0.1782 1.833
N 0.3406 -3.5411 -1.5091 0.420
C -0.0535 -4.8185 -1.5850 -0.612
C -1.0271 -5.0281 -0.6269 -1.247
C -1.1766 -3.7912 -0.0023 -1.422
N -0.3444 -2.9105 -0.5475 1.824
H -0.3588 0.4317 -5.1576 0.639
H -1.0563 0.9830 -2.5855 0.344
H 1.1608 -1.8103 -4.9551 0.580
H 2.0170 -3.4726 -3.0339 -0.053
H 4.2815 -3.1248 -1.6652 0.612
H 5.1029 -1.8392 0.6115 0.527
H 2.8360 -0.6398 1.5167 0.190
H 0.3656 -5.4939 -2.3034 0.581
H -1.5436 -5.9411 -0.4153 0.615
H -1.8332 -3.5006 0.7956 0.514
Br -0.3237 5.5427 1.1344 -0.079
C 0.3891 6.2914 -0.4547 0.550
C 1.2357 7.3853 -0.3667 -0.456
C 1.7969 7.9190 -1.5123 -0.556
C 1.4957 7.3759 -2.7493 -0.613
C 0.6381 6.2949 -2.8409 -0.544
C 0.0930 5.7436 -1.6944 -0.228
I -1.1381 4.0419 -1.8596 0.254
H 1.4568 7.8057 0.6016 0.424
H 2.4758 8.7527 -1.4353 0.400
H 1.9305 7.7921 -3.6424 0.405
H 0.4021 5.8710 -3.8039 0.426
```

Computed properties:
Net charge: +1
Energy in eV: -167121.29842
Multiplicity: 4
Strongest force on any atom in eV Å⁻¹: 0.87

2.
The following is a quantum chemistry calculation of 2 unconnected molecules or ions with the total composition C4H12, from the Open Molecules 2025 dataset.

```
16
Properties=species:S:1:pos:R:3:mulliken_charge:R:1
C -2.4414 1.5544 -0.1275 -0.767
C -2.3789 0.0528 -0.5291 -0.659
H -3.4274 1.7575 0.2771 0.260
H -1.5616 1.9112 0.4015 0.262
H -2.4682 2.1344 -1.0510 0.249
H -2.3825 -0.0585 -1.6111 0.250
H -3.2313 -0.4789 -0.1070 0.273
H -1.4661 -0.4215 -0.1755 0.130
C 2.4624 -1.0803 -0.3995 -0.823
C 2.3696 -0.5278 1.0337 -0.805
H 2.5394 -0.3256 -1.1757 0.299
H 3.0767 -1.9631 -0.5266 0.311
H 1.4833 -1.5117 -0.6181 0.210
H 1.9758 0.4705 1.1769 0.279
H 3.3926 -0.5007 1.4166 0.296
H 1.7511 -1.2275 1.5967 0.235
```

Computed properties:
SMILES: CC.CC
Energy in eV: -4342.00553
Multiplicity: 1
Strongest force on any atom in eV Å⁻¹: 2.14

3.
The following is a quantum chemistry calculation of C2H4N2OS2 in the gas phase, from the Open Molecules 2025 dataset.

```
11
Properties=species:S:1:pos:R:3:mulliken_charge:R:1
C -0.2929 0.5619 -0.5283 0.514
C 0.3694 -0.5624 0.2980 0.378
H -1.1337 3.0076 -0.8999 0.289
H -2.3480 2.0164 -1.3009 0.287
H -1.3637 1.1664 1.1103 0.169
H 1.3032 -0.8466 -1.7421 0.196
N -1.8493 2.3802 -0.4938 -0.760
N -1.1772 1.3275 0.1332 0.108
O -0.0380 0.7167 -1.7242 -0.685
S 1.4875 -1.5199 -0.5964 -0.158
S 0.0484 -0.7943 1.8797 -0.339
```

Computed properties:
SMILES: NNC(=O)C(=S)S
Energy in eV: -28836.25228
Multiplicity: 1
Strongest force on any atom in eV Å⁻¹: 0.98

4.
The following is a quantum chemistry calculation of 3 unconnected molecules or ions with the total composition C5H10O2, from the Open Molecules 2025 dataset.

```
17
Properties=species:S:1:pos:R:3:mulliken_charge:R:1
C 1.4553 -0.8436 0.1702 -0.953
C 0.1734 -0.7629 0.6920 -0.295
C -0.4532 0.5870 1.0301 0.159
O 0.4884 1.4465 1.6530 -0.541
C -0.9375 1.0213 -0.3597 -0.696
C -1.0853 -0.3638 -0.9948 -0.046
O -0.5874 -0.6661 -2.1108 -0.566
H 1.3960 -1.0699 -1.3328 -0.083
H 2.0489 -1.7460 0.3142 0.364
H 2.0486 0.0666 0.0780 0.329
H -0.2318 -1.6515 1.1760 0.389
H -1.3140 0.4118 1.6971 0.320
H 0.0696 2.3111 1.7667 0.313
H -1.8435 1.6452 -0.3903 0.418
H -0.1260 1.5479 -0.8771 0.252
H -1.8744 -1.0169 -0.5884 0.410
H 0.7729 -0.9167 -1.9234 0.225
```

Computed properties:
Energy in eV: -9438.02508
Multiplicity: 1
Strongest force on any atom in eV Å⁻¹: 0.47

5.
The following is a quantum chemistry calculation of 2 unconnected molecules or ions with the total composition C3H5NO2, from the Open Molecules 2025 dataset.

```
11
Properties=species:S:1:pos:R:3:mulliken_charge:R:1
O 2.0628 0.7120 0.7294 -0.699
C 0.2876 -0.5609 -0.1118 -0.418
C -1.0238 -0.0753 0.2541 0.441
O -0.2299 1.0137 -0.0398 -0.541
C -2.0842 -0.3887 -0.6743 -0.004
N -2.8769 -0.7416 -1.4337 -0.371
H 2.4746 0.8469 -0.1293 0.309
H 0.5689 -0.7008 -1.1470 0.342
H 0.8761 -1.1603 0.5963 0.201
H -1.2838 -0.1633 1.3068 0.312
H 1.2286 1.2184 0.6492 0.427
```

Computed properties:
SMILES: N#C[C@H]1CO1.O
Energy in eV: -8773.75602
Multiplicity: 1
Strongest force on any atom in eV Å⁻¹: 1.65

6.
The following is a quantum chemistry calculation of 2 unconnected molecules or ions with the total composition C8H12N4, from the Open Molecules 2025 dataset.

```
24
Properties=species:S:1:pos:R:3:mulliken_charge:R:1
C -1.6400 -0.1078 1.8291 -0.814
C -3.0392 -0.1048 -0.3543 -0.483
C -2.0559 0.3629 0.4702 0.475
C -1.8838 1.4963 -1.3330 -0.253
N -2.9220 0.6350 -1.5103 -0.076
N -1.3317 1.3477 -0.1632 -0.426
H -3.5986 -1.0225 -0.3102 0.371
H -3.3981 0.5116 -2.3871 0.197
H -1.6156 0.7534 2.4907 0.264
H -0.5666 -0.3199 1.7694 0.011
H -1.6619 2.2095 -2.1090 0.410
H -2.2666 -0.9159 2.1722 0.315
C 1.9790 1.3167 -0.8670 -1.175
C 2.0712 -0.0854 -0.3348 0.912
C 2.4573 -2.1752 -0.2626 -0.240
C 2.1215 -0.4174 0.9861 -0.725
N 2.2826 -1.2025 -1.1062 -0.643
N 2.4263 -1.7590 1.0394 -0.183
H 2.5086 -3.2290 -0.4960 0.402
H 1.3220 1.8994 -0.2507 0.303
H 1.7193 1.2240 -1.9263 0.262
H 2.1075 -2.4151 1.7363 0.275
H 2.0035 0.2535 1.8221 0.461
H 2.9812 1.7446 -0.9048 0.360
```

Computed properties:
SMILES: Cc1c[nH]cn1.Cc1c[nH]cn1
Energy in eV: -14450.85839
Multiplicity: 1
Strongest force on any atom in eV Å⁻¹: 1.76

7.
The following is a quantum chemistry calculation of 2 unconnected molecules or ions with the total composition C3H2F2O2, from the Open Molecules 2025 dataset.

```
9
Properties=species:S:1:pos:R:3:mulliken_charge:R:1
C 1.6558 -0.0473 -1.9527 0.661
C 0.8870 0.0799 -0.9017 -0.416
C -1.4208 0.0232 1.6206 0.343
O 2.4734 0.0623 -2.7658 -0.311
O -0.6796 0.9321 1.8720 -0.413
F -0.3735 -0.4699 -0.8613 -0.251
F -2.7195 0.2246 1.3094 -0.200
H 1.3049 0.2990 -0.0263 0.312
H -1.1277 -1.1038 1.7057 0.274
```

Computed properties:
SMILES: O=C=CF.O=CF
Energy in eV: -12670.89153
Multiplicity: 1
Strongest force on any atom in eV Å⁻¹: 4.04